No. 1
Density functional theory data (ωB97M-V with the def2-TZVPD basis set) for a molecular structure, CH11N2Sr.

Its net charge is -1. As for the energy above the lowest of the compared OMol25 structures with the same formula, charge and spin: 0.000 eV. The gap between HOMO and LUMO comes out at 0.12524 Ha. For the calculated total energy, the calculation gives -5028.18524 eV. The spin multiplicity is 1.

Each line ends with the natural charge from an NBO analysis.
Element x y z (Å)
C -1.69201 -0.57232 -2.14929  -0.872
Sr 0.52878 -0.28468 -0.04785  0.190
N 0.05541 1.86838 0.30502  -1.360
H 0.90868 -2.37060 -0.50846  -0.934
H -1.54424 -0.90195 -1.11727  0.186
H -2.11200 -1.40746 -2.69558  0.223
H -0.88200 -0.15536 -2.66416  0.217
H -2.57389 0.18985 -2.05602  0.221
H 0.94474 2.34455 0.24821  0.387
H -0.36201 1.93441 1.22279  0.385
H -0.58255 2.14820 -0.43440  0.388
N 1.68734 -0.67316 2.20229  -1.177
H 1.26985 -0.09408 2.93600  0.386
H 2.67322 -0.40499 2.18302  0.381
H 1.68069 -1.62076 2.57571  0.379

No. 2
Density functional theory data (ωB97M-V with the def2-TZVPD basis set) for C12H12N2O3S2 in the gas phase.

As for the energy above the lowest of the compared OMol25 structures with the same formula, charge and spin: 6.530 eV. The SMILES is CCOC(=O)Cc1csc(NC(=O)c2cccs2)n1. The gap between HOMO and LUMO comes out at 0.32775 Ha. For the calculated total energy, the calculation gives -43425.58332 eV. The spin multiplicity is 1.

Each line ends with the natural charge from an NBO analysis.
Element x y z (Å)
C 5.30486 -3.12398 -1.01628  -0.654
C 4.33947 -2.28325 -0.06268  -0.094
O 3.67916 -1.22450 -0.82350  -0.487
C 2.56351 -1.91217 -1.23448  0.814
O 2.27143 -3.11098 -1.06439  -0.600
C 1.67903 -0.77497 -2.09420  -0.535
C 0.32466 -0.73408 -1.50094  0.091
C -0.63967 -1.67129 -1.38687  -0.490
S -2.15085 -1.40957 -0.68786  0.511
C -1.26672 0.22415 -0.46407  0.247
N -1.99981 1.22852 0.37236  -0.582
C -3.19550 1.22263 0.73137  0.646
O -3.75013 0.03420 0.76825  -0.671
C -3.69905 2.40719 1.65636  -0.271
C -3.18252 3.52264 1.87749  -0.249
C -4.28742 4.38014 2.43863  -0.223
C -5.32527 3.63586 2.83821  -0.412
S -5.33515 2.17283 2.06917  0.520
N 0.00131 0.59718 -0.77229  -0.438
H 6.11529 -3.83045 -0.48361  0.228
H 5.91569 -2.38856 -1.60757  0.210
H 4.65838 -3.75392 -1.85661  0.228
H 4.86865 -1.73270 0.56633  0.177
H 3.81778 -3.01751 0.45626  0.214
H 2.28362 0.27351 -1.75658  0.271
H 1.49041 -1.12867 -3.12046  0.257
H -0.62212 -2.67372 -1.82462  0.241
H -1.51013 2.15624 0.22642  0.405
H -2.24046 3.71455 1.61006  0.212
H -3.97745 5.26508 2.80276  0.205
H -6.13103 3.93561 3.34335  0.226

calculated total energy of number 2 (C12H12N2O3S2)? -43425.58332 eV

What is the gap between HOMO and LUMO in the second record? 0.32775 Ha

Repeat the first record exactly.
Density functional theory data (ωB97M-V with the def2-TZVPD basis set) for a molecular structure, CH11N2Sr.

Its net charge is -1. As for the energy above the lowest of the compared OMol25 structures with the same formula, charge and spin: 0.000 eV. The gap between HOMO and LUMO comes out at 0.12524 Ha. For the calculated total energy, the calculation gives -5028.18524 eV. The spin multiplicity is 1.

Each line ends with the natural charge from an NBO analysis.
Element x y z (Å)
C -1.69201 -0.57232 -2.14929  -0.872
Sr 0.52878 -0.28468 -0.04785  0.190
N 0.05541 1.86838 0.30502  -1.360
H 0.90868 -2.37060 -0.50846  -0.934
H -1.54424 -0.90195 -1.11727  0.186
H -2.11200 -1.40746 -2.69558  0.223
H -0.88200 -0.15536 -2.66416  0.217
H -2.57389 0.18985 -2.05602  0.221
H 0.94474 2.34455 0.24821  0.387
H -0.36201 1.93441 1.22279  0.385
H -0.58255 2.14820 -0.43440  0.388
N 1.68734 -0.67316 2.20229  -1.177
H 1.26985 -0.09408 2.93600  0.386
H 2.67322 -0.40499 2.18302  0.381
H 1.68069 -1.62076 2.57571  0.379

What is the formula in the second record? C12H12N2O3S2